(1)
C45H62IN4O4P2Pb | the ωB97M-V functional and the def2-TZVPD basis

The geometry in ORCA input format:
```
! RIJCOSX wB97M-V def2-TZVPD def2/J DEFGRID3
* xyz 1 1
Pb -1.406 0.462 -0.380
C -1.789 1.060 -3.629
C -2.840 -0.030 -3.667
O -3.032 -0.601 -2.370
C -2.776 -1.993 -2.228
C -1.320 -2.374 -2.423
O -0.458 -1.705 -1.507
C -0.187 -2.360 -0.284
C 0.946 -1.575 0.380
O 0.932 -0.186 -0.009
C 2.075 0.296 -0.742
C 0.404 1.371 -2.760
O -0.558 0.477 -3.265
H -2.082 1.838 -2.915
H -1.714 1.528 -4.619
H -2.556 -0.795 -4.394
H -3.788 0.404 -3.991
H -3.398 -2.572 -2.919
H -3.093 -2.232 -1.210
H -0.973 -2.077 -3.411
H -1.215 -3.460 -2.333
H 0.141 -3.391 -0.454
H -1.077 -2.387 0.359
H 1.909 -2.000 0.117
H 0.824 -1.610 1.467
H 2.916 -0.334 -0.475
H 2.310 1.280 -0.348
H 0.462 2.283 -3.360
H 0.151 1.700 -1.767
I 0.646 3.044 0.222
C 1.970 3.995 -1.184
C 1.881 5.336 -0.891
C 2.742 6.295 -1.436
C 3.720 5.857 -2.266
C 3.817 4.494 -2.637
C 4.847 4.224 -3.575
C 5.001 2.990 -4.108
C 4.102 1.997 -3.702
C 3.107 2.159 -2.765
P 2.136 0.575 -2.719
C 1.930 0.218 -4.622
C 1.237 1.128 -5.435
C 1.062 0.927 -6.793
C 1.572 -0.210 -7.406
C 2.295 -1.103 -6.641
C 2.477 -0.885 -5.277
C 3.465 -0.820 -2.571
C 4.828 -0.675 -2.344
C 5.629 -1.781 -2.059
C 5.082 -3.049 -1.999
C 3.718 -3.211 -2.216
C 2.925 -2.109 -2.486
C 2.926 3.472 -2.148
H 1.138 5.679 -0.185
H 2.636 7.337 -1.169
H 4.440 6.545 -2.691
H 5.487 5.046 -3.868
H 5.763 2.771 -4.843
H 4.203 1.034 -4.181
H 0.858 2.057 -5.036
H 0.531 1.670 -7.375
H 1.418 -0.383 -8.463
H 2.736 -1.981 -7.096
H 3.076 -1.606 -4.749
H 5.294 0.301 -2.364
H 6.687 -1.639 -1.880
H 5.708 -3.907 -1.787
H 3.276 -4.200 -2.180
H 1.859 -2.253 -2.650
N -1.495 -0.521 1.428
P -1.990 -0.579 2.901
N -0.991 0.245 3.926
C 0.362 0.639 3.530
C 1.263 0.730 4.754
C 0.761 1.797 5.742
C -0.752 2.005 5.598
C -1.429 0.687 5.251
N -2.025 -2.113 3.555
C -0.746 -2.637 4.070
C -0.791 -4.154 4.151
C -0.980 -4.766 2.762
C -2.040 -3.993 1.952
C -2.869 -3.095 2.860
N -3.562 -0.070 3.136
C -4.304 0.670 2.128
C -5.044 1.850 2.744
C -6.000 1.356 3.825
C -5.239 0.528 4.856
C -4.443 -0.588 4.189
H 0.356 1.605 3.012
H 0.753 -0.096 2.818
H 2.282 0.948 4.432
H 1.288 -0.251 5.236
H 1.283 2.742 5.583
H 0.989 1.481 6.762
H -0.966 2.719 4.797
H -1.178 2.415 6.514
H -2.511 0.803 5.243
H -1.186 -0.063 6.017
H -0.555 -2.207 5.055
H 0.091 -2.345 3.418
H -1.605 -4.453 4.816
H 0.132 -4.516 4.605
H -1.257 -5.817 2.859
H -0.024 -4.745 2.231
H -2.697 -4.678 1.412
H -1.560 -3.348 1.210
H -3.415 -3.693 3.596
H -3.615 -2.551 2.279
H -5.035 -0.001 1.650
H -3.626 1.011 1.351
H -5.584 2.392 1.965
H -4.311 2.535 3.182
H -6.775 0.737 3.360
H -6.507 2.193 4.306
H -5.926 0.088 5.581
H -4.561 1.182 5.413
H -5.149 -1.302 3.739
H -3.848 -1.137 4.914
*
```

M ... 1119.1 g/mol
Calculated total energy ... -93738.6557 eV

Atomic partial charges in e from the Mulliken method, atoms 1 to 99: 1.219 -0.918 -0.749 -0.489 -1.106 -0.714 0.674 -0.759 -0.540 0.293 -1.984 -2.038 0.294 0.415 0.390 0.369 0.468 0.483 0.295 0.249 0.763 1.067 -0.439 0.736 -0.362 0.894 0.766 0.774 0.808 0.317 0.380 -0.735 -1.182 -0.816 0.620 -0.852 -1.756 -1.415 1.336 2.884 1.644 -0.727 -0.869 -0.735 -0.742 -0.795 0.134 -0.986 -0.729 -0.858 -0.853 -0.710 0.814 0.416 0.412 0.371 0.394 0.483 0.574 0.286 0.467 0.414 0.474 0.356 0.368 0.440 0.398 0.481 0.684 -0.028 -1.785 0.850 0.755 -0.917 -0.678 -1.085 0.678 0.340 0.075 -1.140 -0.879 0.778 -1.112 1.094 -0.144 -0.782 -0.810 -0.595 -1.007 -0.119 -0.505 0.441 0.253 0.318 0.346 0.299 0.463 -0.643 0.164



(2)
C45H63FHfN3O4P2 | the ωB97M-V functional and the def2-TZVPD basis

The geometry in ORCA input format:
```
! RIJCOSX wB97M-V def2-TZVPD def2/J DEFGRID3
* xyz 3 1
Hf -0.032 -0.418 0.044
C -2.013 -1.128 1.146
C -1.147 -2.286 1.050
C -0.019 -2.040 1.908
C -0.191 -0.711 2.415
C -1.466 -0.203 2.055
C -2.221 0.813 2.888
C -3.493 1.281 2.174
C -1.320 1.998 3.257
C -2.632 0.072 4.174
C 1.066 -2.862 2.644
C 1.258 -4.326 2.247
C 0.630 -2.859 4.128
C 2.445 -2.186 2.539
C -1.591 -3.533 0.253
C -1.852 -4.721 1.197
C -2.950 -3.308 -0.441
C -0.551 -3.937 -0.809
H -3.037 -1.101 0.810
H 0.411 -0.295 3.207
H -3.282 1.647 1.168
H -3.969 2.081 2.741
H -4.214 0.466 2.093
H -0.805 2.384 2.376
H -0.569 1.705 3.993
H -1.908 2.803 3.698
H -3.207 -0.825 3.937
H -3.246 0.722 4.798
H -1.756 -0.231 4.749
H 0.396 -4.927 2.521
H 2.106 -4.715 2.809
H 1.491 -4.455 1.193
H -0.429 -3.104 4.229
H 0.810 -1.896 4.605
H 1.204 -3.606 4.675
H 2.886 -2.352 1.561
H 3.112 -2.629 3.279
H 2.397 -1.111 2.737
H -2.345 -4.388 2.111
H -0.939 -5.242 1.457
H -2.505 -5.439 0.702
H -3.757 -3.253 0.291
H -3.160 -4.157 -1.091
H -2.994 -2.412 -1.048
H 0.431 -4.089 -0.373
H -0.452 -3.177 -1.588
H -0.854 -4.867 -1.293
C 2.078 2.759 1.764
P 1.830 1.544 0.416
C 3.551 0.965 0.200
C 1.531 2.613 -1.051
C 2.585 3.220 -1.728
C 2.350 4.004 -2.848
C 1.055 4.195 -3.302
C -0.006 3.607 -2.628
C 0.221 2.810 -1.511
P -1.167 2.131 -0.521
C -1.533 3.700 0.369
C -2.585 2.046 -1.686
H 2.720 3.561 1.405
H 2.568 2.253 2.598
H 1.139 3.177 2.121
H 4.248 1.792 0.327
H 3.696 0.512 -0.779
H 3.763 0.210 0.959
H 3.602 3.099 -1.377
H 3.181 4.479 -3.353
H 0.864 4.815 -4.168
H -1.016 3.785 -2.976
H -1.804 4.447 -0.375
H -0.649 4.047 0.901
H -2.350 3.582 1.079
H -2.952 3.042 -1.924
H -3.396 1.490 -1.212
H -2.307 1.534 -2.606
F -0.435 2.098 -6.517
C 0.525 1.253 -6.097
C 0.512 0.890 -4.785
C 1.509 0.059 -4.256
C 1.483 -0.342 -2.873
O 0.578 0.103 -2.084
C 2.483 -1.259 -2.482
C 3.464 -1.634 -3.367
N 3.539 -1.191 -4.624
C 4.661 -1.605 -5.454
C 6.040 -1.545 -4.875
C 5.631 -0.558 -5.922
C 2.535 -0.375 -5.120
C 2.512 -0.007 -6.468
C 1.518 0.806 -7.004
N 1.508 1.133 -8.351
C 2.728 1.299 -9.122
C 2.683 0.409 -10.370
N 1.263 0.338 -10.867
C 0.504 1.585 -10.542
C 0.329 1.688 -9.023
C 2.520 -1.886 -1.118
O 3.357 -2.709 -0.847
O 1.582 -1.474 -0.298
H -0.258 1.275 -4.132
H 4.225 -2.329 -3.035
H 4.417 -2.433 -6.108
H 6.726 -2.333 -5.150
H 6.165 -1.190 -3.861
H 6.052 -0.654 -6.913
H 5.453 0.463 -5.609
H 3.284 -0.394 -7.115
H 3.604 1.050 -8.532
H 2.835 2.349 -9.413
H 3.017 -0.604 -10.158
H 3.314 0.826 -11.153
H 0.789 -0.450 -10.424
H 1.251 0.166 -11.874
H -0.468 1.558 -11.028
H 1.061 2.427 -10.949
H -0.551 1.124 -8.717
H 0.149 2.737 -8.774
O -1.666 -1.147 -3.086
C -1.425 -1.006 -2.001
*
```

M ... 969.5 g/mol
Energy above the lowest of the compared OMol25 structures with the same formula, charge and spin ... 125.0 kJ/mol

Atomic partial charges in e from the Mulliken method, atoms 1 to 99: 0.944 -0.588 -0.639 0.757 -1.223 1.056 1.660 -1.530 -1.146 -1.751 1.614 -1.877 -1.690 -1.213 2.010 -1.787 -1.818 -1.211 0.741 0.845 0.211 0.448 0.401 -0.271 0.376 0.480 0.352 0.479 0.318 0.499 0.573 0.082 0.331 0.315 0.504 0.098 0.643 0.084 0.363 0.297 0.495 0.405 0.573 0.100 -0.251 0.036 0.759 -1.304 1.816 -1.730 -0.024 -0.925 -0.985 -0.884 -1.068 0.634 1.307 -1.292 -1.817 0.468 0.475 0.290 0.682 0.436 0.352 0.441 0.481 0.542 0.411 0.590 0.379 0.475 0.638 0.421 0.415 -0.384 -0.136 -0.721 1.015 0.023 -0.539 -0.297 -0.541 0.276 -0.443 -0.926 -0.423 -0.579 -0.468 -0.709 0.134 -0.802 -0.725 -0.091 -0.871 -0.641 -0.347 -0.649 1.005



(3)
C45H63N10O | the ωB97M-V functional and the def2-TZVPD basis

The geometry in ORCA input format:
```
! RIJCOSX wB97M-V def2-TZVPD def2/J DEFGRID3
* xyz 1 1
C -0.434 -2.905 -3.047
C -0.135 -1.504 -2.507
C -1.505 -0.729 -2.530
C -1.440 0.562 -1.765
C -1.365 0.202 -0.263
C -0.036 -0.626 -0.035
N 0.383 -1.605 -1.083
O 1.240 -2.428 -0.836
C -0.067 -1.336 1.311
C 1.254 0.348 0.248
C 1.048 -0.945 -3.391
H 0.533 -3.530 -3.177
H -0.762 -2.927 -4.190
H -1.024 -3.463 -2.591
H -2.333 -1.476 -2.107
H -1.836 -0.577 -3.548
H -2.534 0.981 -1.860
H -0.714 1.227 -2.240
H -2.235 -0.454 0.102
H -1.288 1.220 0.559
H -0.975 -1.723 1.607
H 0.005 -0.696 2.066
H 0.623 -1.833 1.572
H 1.416 1.268 -0.475
H 2.100 -0.200 0.256
H 1.288 0.861 1.123
H 1.358 0.194 -3.355
H 0.628 -1.026 -4.424
H 1.910 -1.941 -3.595
N 7.124 1.309 -0.089
C 7.169 0.275 -0.819
C 5.799 0.098 -1.518
C 4.909 1.140 -0.948
C 5.759 1.892 -0.013
H 7.645 1.585 0.793
H 8.059 -0.413 -1.052
H 5.564 -0.594 -2.287
H 3.611 1.254 -1.008
H 5.367 2.697 0.626
N -4.313 4.560 -3.031
C -3.918 3.902 -1.820
C -2.578 4.364 -1.251
C -2.091 5.431 -2.279
C -3.235 5.295 -3.394
H -5.096 4.520 -3.588
H -4.449 3.185 -1.351
H -2.136 4.186 -0.271
H -1.169 6.010 -2.224
H -3.282 5.859 -4.435
N 4.801 -0.291 1.948
C 4.203 0.316 3.140
C 3.236 -0.744 3.704
C 3.379 -1.906 2.884
C 4.262 -1.566 1.637
H 5.347 0.119 1.210
H 4.471 1.291 3.469
H 2.832 -0.768 4.599
H 2.890 -2.730 3.166
H 4.330 -2.070 0.718
N -2.857 4.293 4.075
C -2.832 2.989 3.685
C -3.432 2.929 2.343
C -3.745 4.371 2.024
C -3.396 5.244 3.219
H -2.664 4.497 4.955
H -2.624 2.398 4.388
H -3.717 2.051 1.729
H -4.184 4.744 1.142
H -3.496 6.356 3.440
N -0.424 -6.495 -1.294
C -0.188 -5.775 -0.046
C -1.279 -4.747 0.172
C -2.209 -5.061 -0.978
C -1.585 -6.036 -1.978
H 0.281 -7.235 -1.658
H 0.787 -6.059 0.478
H -1.464 -4.098 1.180
H -3.151 -4.706 -1.298
H -1.639 -6.450 -2.886
N -1.785 -0.709 5.824
C -0.920 -0.828 4.712
C 0.046 0.401 4.677
C -0.485 1.161 5.922
C -1.648 0.555 6.469
H -2.563 -1.409 6.181
H -1.079 -1.834 4.159
H 0.822 0.789 4.122
H -0.079 1.992 6.116
H -2.325 0.784 7.298
N 3.688 -3.242 -5.253
C 4.646 -2.793 -4.373
C 4.368 -3.544 -3.048
C 3.173 -4.449 -3.347
C 2.868 -4.221 -4.754
H 3.362 -2.917 -6.217
H 5.389 -1.934 -4.466
H 4.766 -3.506 -2.076
H 2.687 -5.277 -2.604
H 2.173 -4.512 -5.376
N -5.765 -0.776 -0.286
C -5.378 -2.061 -0.707
C -5.027 -1.841 -2.175
C -5.085 -0.458 -2.555
C -5.705 0.170 -1.326
H -5.847 -0.682 0.772
H -5.500 -2.880 -0.194
H -4.757 -2.862 -2.741
H -4.801 0.043 -3.465
H -6.181 1.195 -1.098
N -0.267 4.271 2.222
C 0.289 4.755 1.105
C 1.665 4.167 0.964
C 1.800 3.175 2.113
C 0.531 3.408 2.948
H -1.329 4.386 2.563
H -0.421 5.516 0.797
H 2.253 4.311 0.173
H 2.636 2.504 2.137
H 0.039 2.853 3.774
*
```

M ... 760.1 g/mol
Energy above the lowest of the compared OMol25 structures with the same formula, charge and spin ... 481.4 kJ/mol

Atomic partial charges in e from the Mulliken method, atoms 1 to 99: -1.950 1.366 -1.124 -0.439 -0.670 2.551 1.529 -0.247 -6.651 -2.180 -1.061 0.107 0.323 0.667 -0.015 0.679 -0.030 0.416 0.464 -0.210 0.655 2.250 2.118 0.268 0.926 0.071 0.310 0.508 0.019 -0.050 -0.472 -0.334 0.293 -1.014 0.334 0.330 0.445 0.039 0.384 0.004 -1.286 0.612 -0.793 -0.366 0.165 0.873 0.120 0.383 0.285 -0.028 -0.835 -0.593 -1.087 -0.673 0.563 0.544 0.950 0.658 0.666 0.075 -1.378 0.068 -0.658 -0.571 0.126 0.815 0.548 0.607 0.326 -0.085 -0.566 -0.041 -0.736 -0.607 0.284 0.339 0.267 0.591 0.581 -0.079 -0.783 -0.294 -1.388 -0.550 0.303 0.290 1.226 0.897 0.416 -0.027 -0.693 -0.421 -0.099 -0.724 0.296 0.357 0.544 0.203 0.573



(4)
C45H64BaN2OP2S3Si | the ωB97M-V functional and the def2-TZVPD basis

The geometry in ORCA input format:
```
! RIJCOSX wB97M-V def2-TZVPD def2/J DEFGRID3
* xyz -1 2
Ba 3.201 -0.142 -0.184
C 2.276 2.891 2.533
Si 1.085 1.516 1.957
C -0.491 2.364 1.199
C -1.552 2.638 2.054
C -2.731 3.272 1.612
C -2.846 3.723 0.294
C -1.801 3.422 -0.606
C -0.690 2.656 -0.223
P 0.345 1.965 -1.477
C -0.727 1.495 -3.053
C -1.793 2.447 -3.673
C -3.276 2.122 -3.401
C -3.550 0.647 -3.766
C -2.740 -0.244 -2.850
C -1.255 -0.006 -3.034
C 1.437 3.337 -2.150
C 2.478 3.705 -1.036
C 2.486 5.197 -0.640
C 1.084 5.808 -0.546
C 0.362 5.761 -1.906
C 0.862 4.642 -2.829
C 0.615 0.661 3.545
C 0.658 1.378 4.738
C 0.696 0.764 5.995
C 0.698 -0.621 6.072
C 0.567 -1.367 4.882
C 0.435 -0.793 3.617
P 0.120 -1.687 2.066
C -1.715 -1.249 1.820
C -2.616 -1.283 3.083
C -3.923 -0.509 2.832
C -4.457 -0.619 1.375
C -3.886 -1.807 0.555
C -2.349 -2.032 0.636
C 0.400 -3.528 2.600
C -0.664 -4.203 3.503
C -1.555 -5.207 2.756
C -0.737 -6.378 2.142
C 0.694 -5.946 1.777
C 0.722 -4.446 1.399
H 1.711 3.833 2.666
H 3.100 3.101 1.862
H 2.788 2.633 3.464
H -1.498 2.393 3.118
H -3.566 3.391 2.330
H -3.714 4.275 -0.033
H -1.845 3.792 -1.626
H 0.129 1.471 -3.725
H -1.650 2.377 -4.787
H -1.575 3.491 -3.429
H -3.918 2.826 -3.944
H -3.508 2.291 -2.334
H -3.226 0.510 -4.816
H -4.618 0.419 -3.728
H -2.971 -1.299 -3.028
H -3.045 -0.086 -1.815
H -0.945 -0.470 -3.961
H -0.726 -0.540 -2.228
H 1.999 2.816 -2.942
H 3.473 3.357 -1.370
H 2.288 3.082 -0.137
H 3.050 5.772 -1.390
H 3.036 5.345 0.291
H 1.187 6.836 -0.207
H 0.499 5.314 0.237
H 0.473 6.710 -2.427
H -0.723 5.664 -1.728
H 1.761 5.028 -3.356
H 0.108 4.428 -3.612
H 0.606 2.461 4.696
H 0.699 1.398 6.891
H 0.763 -1.139 7.024
H 0.610 -2.443 5.002
H -1.613 -0.176 1.505
H -2.064 -0.847 3.918
H -2.883 -2.311 3.346
H -3.755 0.543 3.088
H -4.641 -0.867 3.578
H -4.236 0.319 0.845
H -5.556 -0.681 1.364
H -4.230 -1.706 -0.483
H -4.401 -2.708 0.897
H -1.896 -1.721 -0.313
H -2.168 -3.111 0.707
H 1.337 -3.471 3.213
H -1.277 -3.490 4.028
H -0.130 -4.785 4.294
H -2.114 -4.678 1.984
H -2.329 -5.577 3.412
H -1.218 -6.831 1.258
H -0.721 -7.172 2.872
H 1.120 -6.590 0.996
H 1.375 -6.050 2.636
H -0.039 -4.262 0.620
H 1.684 -4.162 0.957
S 4.296 -0.218 3.793
C 3.643 0.537 2.569
N -0.519 -4.033 -4.509
C 0.428 -3.427 -3.688
C 1.541 -2.714 -4.190
C 2.353 -1.965 -3.352
N 2.048 -1.845 -2.046
C 1.031 -2.536 -1.520
C 0.237 -3.361 -2.300
H -0.137 -4.288 -5.420
H -0.964 -4.833 -4.054
H 1.776 -2.776 -5.264
H 3.248 -1.406 -3.698
H 0.782 -2.334 -0.476
H -0.557 -3.957 -1.882
C 7.595 -0.728 -2.790
O 6.254 -0.360 -2.361
C 5.725 0.791 -2.908
S 6.607 1.883 -3.831
S 4.043 0.967 -2.719
H 7.823 -1.694 -2.322
H 8.314 0.045 -2.492
H 7.569 -0.798 -3.888
*
```

M ... 972.6 g/mol
Energy above the lowest of the compared OMol25 structures with the same formula, charge and spin ... 0.0 kJ/mol

Atomic partial charges in e from the Mulliken method, atoms 1 to 99: 1.335 -1.820 0.811 0.541 0.160 -0.532 -1.734 -1.433 0.093 1.196 0.289 -1.518 -0.431 -1.438 0.151 0.411 -0.192 1.221 -1.055 -0.410 -0.665 -1.256 0.670 -0.075 -0.895 -0.942 -0.607 -0.433 0.889 1.416 -0.800 -1.003 -0.477 -1.207 1.259 -0.118 -1.122 -0.598 -0.888 -1.014 -0.171 0.474 0.339 0.610 0.256 0.272 0.362 0.907 0.664 0.511 0.193 0.413 0.037 0.423 0.459 0.535 -0.302 0.342 -0.994 0.407 0.137 -1.295 0.411 0.513 0.569 -0.026 0.509 0.042 0.505 0.354 0.387 0.311 0.390 0.147 -1.188 0.309 0.318 0.244 0.447 0.016 0.503 0.518 0.486 -0.943 -0.426 0.756 0.586 0.584 -0.104 0.627 0.352 0.365 0.420 0.324 -0.244 0.546 -0.384 -0.580 -0.616